[1]
27
Properties=species:S:1:pos:R:3 method="wB97M-V/def2-TZVPD" homo_ev=-8.9 homo_lumo_gap_ev=7.7 lumo_energy_ha=-0.0459
O 0.075 0.327 -1.995
H 0.545 1.025 -2.451
H -0.848 0.499 -2.182
O 0.120 2.662 0.193
H 0.303 1.726 0.271
H -0.142 2.780 -0.721
O 0.972 -0.903 -0.818
H 0.602 -1.738 -1.106
H 0.527 -0.246 -1.352
O 0.088 0.429 0.602
H 0.406 -0.201 -0.044
H -0.857 0.470 0.453
O -1.963 0.233 0.145
H -2.556 -0.047 0.842
H -2.427 0.945 -0.294
O 1.182 1.359 2.256
H 0.745 0.951 1.509
H 0.560 1.268 2.977
O -0.043 -1.897 2.224
H 0.055 -2.553 1.534
H -0.096 -1.064 1.757
O -1.544 -1.304 -1.083
H -2.415 -1.668 -0.925
H -1.478 -0.567 -0.476
O 3.015 -0.572 -0.366
H 2.098 -0.389 -0.573
H 3.077 -1.527 -0.376

---

[2]
7
Properties=species:S:1:pos:R:3 method="wB97M-V/def2-TZVPD" homo_ev=-10.0 homo_lumo_gap_ev=9.3 lumo_energy_ha=-0.0280
C 0.524 -0.273 -1.038
C 0.263 0.461 0.064
N 0.622 -1.002 -1.914
N -0.393 -0.399 1.413
O -0.927 -1.375 1.108
Cl -1.259 1.466 0.146
H 1.170 1.121 0.221

---

[3]
24
Properties=species:S:1:pos:R:3 method="wB97M-V/def2-TZVPD" charge=-1 homo_ev="1.0 / -3.1" homo_lumo_gap_ev="2.7 / 6.7" multiplicity=2 s_squared=0.76 lumo_energy_ha="0.1355 / 0.1331"
C 2.044 -1.511 -0.274
C 2.727 -2.657 0.464
H 0.960 -1.546 -0.309
H 2.184 -0.588 0.241
H 2.421 -1.441 -1.241
H 2.924 -3.418 -0.305
H 2.151 -3.067 1.154
H 3.653 -2.352 0.863
C -1.226 -0.836 1.370
C -0.008 1.224 0.654
C -1.126 0.397 0.582
C 0.038 2.225 -0.292
C -2.295 0.659 -0.044
C -1.077 2.392 -1.206
C -2.275 1.614 -1.059
O -1.050 3.498 -2.053
H 0.849 0.884 1.310
H 0.921 2.725 -0.526
H -1.108 -1.825 0.764
H -2.199 -1.040 1.964
H -3.218 0.219 0.055
H -3.063 1.728 -1.771
H -1.807 3.595 -2.477
H -0.421 -0.877 2.134

---

[4]
14
Properties=species:S:1:pos:R:3 method="wB97M-V/def2-TZVPD" homo_ev=-10.2 homo_lumo_gap_ev=9.9 lumo_energy_ha=-0.0077
C 0.583 -0.096 -1.877
C 0.342 0.321 -0.578
C -0.310 -0.522 0.498
C 0.406 0.095 1.700
C -1.032 0.663 1.332
H -0.057 -1.422 -3.188
H -0.397 -1.581 0.375
H 0.071 -0.725 2.509
H 1.168 0.759 1.737
H -1.816 0.351 1.901
H -0.971 1.558 0.921
O 0.157 -1.272 -2.203
O 1.337 0.411 -2.705
O 0.517 1.461 -0.421

---

[5]
9
Properties=species:S:1:pos:R:3 method="wB97M-V/def2-TZVPD" homo_ev="-9.4 / -9.7" homo_lumo_gap_ev="7.8 / 8.4" lumo_energy_ha="-0.0586 / -0.0480"
C 0.028 0.151 -0.078
N 0.961 1.063 -0.785
O 2.991 -0.986 -0.841
O 1.806 1.593 -0.149
O 2.683 -0.731 0.366
O 2.989 0.425 0.829
H -0.826 0.762 -0.026
H -0.208 -0.556 -0.975
H 0.327 -0.091 0.884

---

[6]
17
Properties=species:S:1:pos:R:3 method="wB97M-V/def2-TZVPD" homo_ev=-9.2 homo_lumo_gap_ev=10.0 lumo_energy_ha=0.0279
C -0.141 1.350 -1.682
N 1.347 1.832 -1.909
C 1.381 2.797 -2.998
H -0.538 2.275 -1.312
H -0.791 0.960 -2.486
H -0.156 0.459 -0.982
H 1.893 0.921 -2.194
H 0.960 2.283 -3.868
H 2.362 3.323 -3.065
H 0.665 3.680 -2.698
O -1.230 -2.412 3.675
C -1.218 -2.419 2.421
C -0.339 -1.672 1.409
H -1.791 -3.465 2.137
H -0.738 -0.554 1.300
H -0.260 -2.007 0.410
H 0.710 -1.740 1.826

---

[7]
125
Properties=species:S:1:pos:R:3 method="wB97M-V/def2-TZVPD" homo_ev=-7.8 homo_lumo_gap_ev=7.6 lumo_energy_ha=-0.0076
C 3.386 2.456 4.492
C 1.875 1.995 3.939
C 2.116 1.077 2.633
C 2.710 -0.374 3.204
P 0.673 0.921 1.383
C -0.537 0.238 2.690
C -1.380 1.336 3.561
O -1.285 2.654 3.574
C -2.485 0.688 4.640
C -2.804 -0.950 4.627
C -3.874 -1.495 5.770
C -4.610 -0.539 6.888
C -4.308 1.102 6.853
C -3.247 1.651 5.725
B 0.813 2.817 0.888
C 2.188 3.554 0.382
O -0.398 3.716 0.893
B 1.936 -0.155 0.346
N 1.990 -1.678 0.364
O 2.932 0.477 -0.592
C -0.664 0.844 0.032
F -2.044 1.258 0.492
C -0.859 -0.492 -0.843
C -1.179 -1.899 -0.073
H 4.034 1.549 4.853
H 3.217 3.246 5.342
H 3.907 3.039 3.591
H 1.415 1.356 4.822
H 1.284 2.988 3.815
H 3.060 1.533 2.058
H 2.978 -0.294 4.366
H 3.748 -0.665 2.689
H 1.953 -1.259 3.121
H -0.027 -0.461 3.516
H -1.390 -0.473 2.247
H -2.317 -1.706 3.877
H -4.119 -2.653 5.812
H -5.335 -0.967 7.704
H -4.808 1.852 7.624
H -3.010 2.805 5.682
H 3.147 2.890 0.361
H 2.408 4.437 1.150
H 1.969 4.106 -0.653
H -0.091 4.656 1.084
H 1.933 -2.094 -0.592
H 2.918 -1.996 0.775
H 2.418 0.724 -1.434
H -0.387 1.698 -0.760
H -1.871 -0.291 -1.458
H -0.080 -0.661 -1.734
H -0.575 -2.030 0.948
H -2.332 -1.986 0.110
H -0.857 -2.840 -0.731
Cl -2.786 4.553 -2.478
C -3.586 4.249 -0.917
C -5.102 4.294 -1.030
Cl -5.704 5.937 -1.362
H -3.214 4.983 -0.195
H -3.268 3.256 -0.586
H -5.555 3.977 -0.086
H -5.467 3.632 -1.822
Cl -0.419 -0.908 7.114
C 1.289 -0.690 7.566
C 1.486 0.473 8.525
Cl 1.176 2.046 7.748
H 1.870 -0.557 6.647
H 1.612 -1.621 8.040
H 2.521 0.494 8.877
H 0.830 0.391 9.398
Cl -1.986 3.226 -8.004
C -3.043 4.418 -7.209
C -3.366 4.033 -5.774
Cl -4.413 2.594 -5.683
H -3.950 4.524 -7.812
H -2.510 5.374 -7.226
H -3.906 4.848 -5.283
H -2.459 3.829 -5.197
Cl 3.399 -4.725 -1.660
C 3.800 -4.026 -3.248
C 3.189 -2.647 -3.440
Cl 1.414 -2.711 -3.580
H 3.469 -4.725 -4.022
H 4.891 -3.958 -3.297
H 3.562 -2.200 -4.366
H 3.440 -1.976 -2.613
Cl -5.861 10.919 -0.504
C -6.214 9.583 -1.628
C -6.109 10.012 -3.083
Cl -7.405 11.145 -3.545
H -7.210 9.195 -1.393
H -5.484 8.795 -1.420
H -6.205 9.140 -3.735
H -5.149 10.492 -3.293
Cl 6.149 -7.269 -1.229
C 5.075 -8.316 -2.190
C 5.447 -8.322 -3.664
Cl 5.121 -6.755 -4.447
H 4.045 -7.980 -2.036
H 5.168 -9.326 -1.780
H 4.852 -9.070 -4.195
H 6.505 -8.560 -3.812
Cl -7.750 -0.827 8.586
C -9.035 -0.245 7.500
C -8.820 -0.692 6.063
Cl -7.411 0.101 5.315
H -9.080 0.846 7.580
H -9.977 -0.652 7.878
H -9.690 -0.427 5.457
H -8.674 -1.775 5.995
Cl 5.376 -2.473 -5.607
C 4.303 -3.519 -6.568
C 4.675 -3.526 -8.042
Cl 4.348 -1.959 -8.825
H 3.273 -3.183 -6.414
H 4.395 -4.530 -6.158
H 4.079 -4.274 -8.573
H 5.732 -3.764 -8.190
Cl 7.526 -8.714 -6.023
C 7.927 -8.014 -7.610
C 7.316 -6.636 -7.803
Cl 5.541 -6.700 -7.942
H 7.596 -8.714 -8.384
H 9.018 -7.947 -7.659
H 7.689 -6.189 -8.729
H 7.567 -5.965 -6.975

---

[8]
9
Properties=species:S:1:pos:R:3 method="wB97M-V/def2-TZVPD" charge=-1 homo_ev=-2.9 homo_lumo_gap_ev=6.3 lumo_energy_ha=0.1263
C -2.194 0.781 -0.019
C -3.312 0.065 0.086
C -1.018 -0.102 -0.188
N 0.165 0.429 -0.146
O -4.143 -0.702 0.254
O -1.240 -1.319 -0.197
F -2.334 2.095 -0.355
S 0.762 2.078 0.196
H 0.827 -0.306 0.037

---

[9]
83
Properties=species:S:1:pos:R:3 method="wB97M-V/def2-TZVPD" charge=+2 homo_ev=-11.2 homo_lumo_gap_ev=2.0 lumo_energy_ha=-0.3354
C 4.364 0.565 0.564
C 3.069 0.059 1.399
B 1.785 0.016 0.442
O 0.803 -1.037 0.362
B -0.492 -0.445 0.530
Cl -1.757 -1.485 1.421
O -0.822 0.887 0.013
B 0.359 1.750 0.152
B 0.341 3.218 0.927
O -0.647 3.366 2.009
C 1.311 4.475 0.656
C 2.313 4.313 -0.574
O 1.566 1.197 -0.399
H 4.838 1.438 1.119
H 5.101 -0.293 0.553
H 4.112 0.827 -0.516
H 3.329 -0.937 1.880
H 2.824 0.816 2.227
H -0.151 3.047 2.803
H 0.676 5.422 0.611
H 1.963 4.589 1.594
H 2.855 5.325 -0.689
H 1.775 4.098 -1.553
H 3.141 3.563 -0.330
C -2.126 -4.882 2.319
C -2.525 -6.267 2.802
O -3.743 -6.620 2.599
O -1.637 -6.926 3.345
H -2.964 -4.367 1.851
H -1.779 -4.282 3.163
H -1.321 -4.965 1.588
Mg -2.363 1.151 1.927
C -2.222 3.330 -3.433
C -1.096 4.037 -2.705
O -0.139 4.529 -3.634
H -1.833 2.501 -4.027
H -2.962 2.943 -2.727
H -2.721 4.013 -4.124
H -0.584 3.343 -2.028
H -1.479 4.877 -2.116
H -0.597 5.149 -4.224
F -4.831 -5.020 2.534
Al 3.674 4.398 -2.845
C 3.831 0.522 5.648
C 4.520 1.754 4.999
O 4.386 1.634 3.686
H 4.295 -0.416 5.331
H 3.920 0.582 6.737
H 2.765 0.479 5.406
H 5.542 1.766 5.419
H 4.065 2.632 5.490
C -1.332 9.507 -6.027
S -0.601 7.878 -5.774
O -1.299 7.247 -4.607
C 0.996 8.480 -5.188
H -2.360 9.374 -6.363
H -1.325 10.068 -5.092
H -0.768 10.043 -6.792
H 0.857 9.106 -4.305
H 1.483 9.051 -5.980
H 1.615 7.620 -4.930
C 2.218 -6.316 4.670
N 1.424 -5.063 4.600
O 1.620 -4.224 5.460
O 0.629 -4.965 3.683
H 2.879 -6.264 5.531
H 1.517 -7.143 4.770
H 2.791 -6.393 3.747
C 0.084 -4.956 -1.287
Cl 1.615 -5.591 -0.651
Cl -0.513 -3.668 -0.213
Cl 0.347 -4.293 -2.913
Cl -1.116 -6.256 -1.364
C -6.084 -7.074 -3.012
S -4.976 -6.426 -1.743
O -3.615 -6.305 -2.355
C -4.977 -7.911 -0.719
H -6.199 -6.316 -3.787
H -5.661 -7.979 -3.449
H -7.058 -7.289 -2.569
H -4.623 -8.765 -1.300
H -5.986 -8.099 -0.351
H -4.309 -7.747 0.127

---

[10]
8
Properties=species:S:1:pos:R:3 method="wB97M-V/def2-TZVPD" charge=+4 homo_ev="-27.0 / -27.0" homo_lumo_gap_ev="7.2 / 3.8" multiplicity=2 s_squared=0.75 lumo_energy_ha="-0.7275 / -0.8521"
Li 1.907 1.611 2.219
O 0.349 0.619 0.030
H 0.770 1.146 -0.844
O -1.335 -0.550 -0.727
O 1.655 0.962 0.421
C -0.434 -0.461 0.055
F 0.057 -1.395 0.748
Yb -2.969 -1.933 -1.901

---

[11]
61
Properties=species:S:1:pos:R:3 method="wB97M-V/def2-TZVPD" charge=-1 homo_ev=-6.6 homo_lumo_gap_ev=9.1 lumo_energy_ha=0.0940
C -0.299 0.403 2.242
C -1.504 1.338 2.281
C 0.602 0.528 1.006
N 0.048 -0.233 -0.109
C 0.977 -0.234 -1.288
C 1.221 1.107 -1.928
O 2.165 1.886 -1.164
H -0.662 -0.646 2.270
H 0.401 0.524 3.089
H -1.223 2.399 2.404
H -2.148 1.068 3.128
H -1.818 1.431 1.232
H 0.689 1.593 0.711
H 1.601 0.256 1.383
H -0.788 0.251 -0.429
H 1.847 -0.854 -0.994
H 0.710 -0.974 -2.069
H 0.244 1.619 -2.098
H 1.674 0.968 -2.922
H 1.949 -3.311 0.741
H 2.855 -3.883 1.865
O 2.864 -3.350 1.071
H 3.838 -0.405 -0.094
H 3.626 -1.775 0.524
O 4.084 -0.924 0.690
H 4.412 2.271 0.912
H 2.990 2.172 0.357
O 3.523 2.640 1.037
H -2.686 -0.589 -1.680
H -1.256 -0.979 -2.001
O -2.155 -1.145 -2.297
H -2.418 1.566 -1.218
H -3.123 0.880 0.373
O -3.113 0.633 -0.558
H -2.423 3.098 -1.865
H -0.070 3.520 -1.540
O -1.798 2.408 -1.617
H -2.843 -3.223 1.834
H -3.059 -2.217 0.771
O -2.283 -2.650 1.292
H 2.448 3.281 2.591
H 1.473 3.910 1.705
O 1.624 3.788 2.650
H 0.534 -3.117 -1.451
H -0.609 -3.156 -2.477
O 0.355 -3.159 -2.412
H -0.856 -3.176 0.678
H 0.198 -2.088 0.480
O 0.099 -3.070 0.410
H -3.724 -2.040 -1.028
H -3.718 -0.575 -0.361
O -4.068 -1.622 -0.231
H 0.075 4.855 -0.859
H 1.762 2.771 -1.102
O 0.602 4.201 -1.356
H -0.153 -4.232 2.334
H 0.456 -3.295 3.278
O 0.522 -4.223 3.025
H -1.556 1.869 -3.309
H -1.112 0.478 -3.918
O -1.001 1.432 -3.992

---

[12]
19
Properties=species:S:1:pos:R:3 method="wB97M-V/def2-TZVPD" charge=-1 homo_ev=-4.9 homo_lumo_gap_ev=8.1 lumo_energy_ha=0.1158
C -2.315 1.693 -0.401
C 1.009 -0.225 -0.549
C 1.807 -2.968 0.047
C -1.825 1.933 0.792
C 1.849 -0.400 0.793
N 2.155 0.499 1.623
O -3.132 2.696 -0.885
O -0.130 -0.650 -0.465
O -2.105 0.696 -1.317
O 1.638 0.417 -1.366
S 2.411 -1.969 1.426
H 2.106 -3.959 0.287
H 2.115 -2.482 -0.994
H 0.614 -2.947 0.002
H -1.242 1.213 1.226
H -2.015 2.815 1.244
H -1.245 0.028 -1.170
H 1.793 1.390 1.295
H -3.486 2.220 -1.588

---

[13]
12
Properties=species:S:1:pos:R:3 method="wB97M-V/def2-TZVPD" charge=+3 homo_ev=-22.5 homo_lumo_gap_ev=8.2 lumo_energy_ha=-0.5248
O 1.919 1.038 0.906
C 3.001 0.599 0.371
H 3.751 0.254 1.089
H 3.255 0.972 -0.628
C -2.816 -1.552 -0.129
O -2.438 -0.466 -0.585
O -1.085 -0.117 -0.296
Cu 0.441 0.270 -1.742
H -3.832 -1.840 -0.411
H -2.151 -2.125 0.528
Mg -0.926 1.612 0.844
O 0.881 1.354 0.052

---

[14]
31
Properties=species:S:1:pos:R:3 method="wB97M-V/def2-TZVPD" charge=-1 homo_ev=-4.4 homo_lumo_gap_ev=7.2 lumo_energy_ha=0.0998
Br -3.324 -1.455 -2.357
O 1.451 0.940 -2.108
S 0.441 1.514 -1.290
O 0.247 1.126 0.070
O 0.739 3.089 -1.295
C 0.549 3.811 -0.063
C 1.605 3.503 1.001
C -1.092 1.440 -2.123
H -0.444 3.577 0.322
H 0.592 4.856 -0.355
H 2.330 2.801 0.602
H 1.121 3.074 1.875
H 2.058 4.446 1.307
H -0.941 1.905 -3.094
H -1.920 1.822 -1.537
H -1.305 0.376 -2.303
O 2.404 -3.030 -0.478
S 1.012 -3.197 -0.263
O 0.429 -4.490 -0.431
O 0.787 -2.727 1.243
C -0.506 -2.968 1.778
C -0.931 -1.798 2.653
C 0.103 -1.970 -1.119
H -0.600 -3.901 2.345
H -1.272 -3.090 1.003
H -1.090 -0.918 2.019
H -0.162 -1.527 3.374
H -1.907 -1.990 3.097
H 0.598 -1.677 -2.039
H -0.104 -1.179 -0.407
H -0.870 -2.361 -1.429